1.
{
  "formula": "C18H45ClN3O6",
  "method": "wB97M-V/def2-TZVPD",
  "species": ["Cl", "C", "O", "C", "C", "N", "C", "C", "O", "C", "H", "H", "H", "H", "H", "H", "H", "H", "H", "H", "H", "H", "H", "H", "H", "C", "O", "C", "C", "N", "C", "C", "O", "C", "H", "H", "H", "H", "H", "H", "H", "H", "H", "H", "H", "H", "H", "H", "H", "C", "O", "C", "C", "N", "C", "C", "O", "C", "H", "H", "H", "H", "H", "H", "H", "H", "H", "H", "H", "H", "H", "H", "H"],
  "positions_angstrom": [[-25.004, 13.142, 7.028], [-21.658, 11.801, 11.045], [-22.749, 12.558, 10.606], [-23.833, 12.505, 11.483], [-25.044, 13.193, 10.922], [-24.850, 14.598, 10.616], [-26.088, 15.131, 10.055], [-25.987, 16.605, 9.745], [-24.900, 16.867, 8.920], [-25.085, 17.959, 8.062], [-21.392, 12.000, 12.097], [-20.795, 12.070, 10.434], [-21.854, 10.722, 10.948], [-23.575, 12.932, 12.475], [-24.110, 11.456, 11.711], [-25.870, 13.049, 11.662], [-25.404, 12.697, 10.017], [-24.666, 15.115, 11.475], [-26.936, 14.937, 10.743], [-26.292, 14.579, 9.130], [-25.908, 17.208, 10.676], [-26.934, 16.934, 9.289], [-25.116, 18.914, 8.612], [-26.013, 17.865, 7.479], [-24.258, 17.973, 7.354], [-27.813, 14.528, 4.951], [-27.615, 15.807, 4.400], [-28.066, 15.884, 3.092], [-27.755, 17.248, 2.568], [-26.360, 17.574, 2.784], [-26.050, 18.946, 2.504], [-24.656, 19.308, 2.989], [-24.704, 19.504, 4.380], [-23.415, 19.632, 4.924], [-28.882, 14.288, 5.076], [-27.344, 14.465, 5.930], [-27.357, 13.744, 4.335], [-29.156, 15.717, 3.011], [-27.570, 15.129, 2.459], [-28.434, 17.987, 3.038], [-27.987, 17.253, 1.496], [-26.131, 17.333, 3.744], [-26.764, 19.635, 3.000], [-26.127, 19.115, 1.427], [-24.294, 20.224, 2.492], [-23.969, 18.485, 2.737], [-22.823, 18.729, 4.743], [-23.509, 19.830, 5.987], [-22.876, 20.490, 4.479], [-19.166, 8.222, 2.501], [-19.893, 9.328, 2.078], [-19.386, 10.535, 2.611], [-20.342, 11.654, 2.341], [-21.529, 11.550, 3.172], [-22.653, 12.299, 2.670], [-23.847, 12.224, 3.581], [-24.453, 10.953, 3.435], [-25.567, 10.805, 4.304], [-18.093, 8.304, 2.245], [-19.566, 7.335, 2.012], [-19.218, 8.061, 3.589], [-18.414, 10.766, 2.142], [-19.226, 10.441, 3.693], [-20.580, 11.701, 1.262], [-19.796, 12.584, 2.568], [-21.762, 10.570, 3.281], [-22.956, 11.941, 1.666], [-22.356, 13.347, 2.567], [-24.554, 13.019, 3.275], [-23.593, 12.447, 4.625], [-26.027, 9.846, 4.069], [-26.276, 11.634, 4.183], [-25.270, 10.833, 5.358]],
  "mulliken_charge": [-0.85, -0.81, -0.20, -0.58, -0.67, -0.09, -0.49, -0.63, -0.28, -0.62, 0.31, 0.23, 0.31, 0.31, 0.35, 0.33, 0.34, 0.21, 0.33, 0.18, 0.28, 0.39, 0.29, 0.30, 0.15, -0.34, -0.25, -0.52, -0.67, -0.28, -0.62, -0.67, -0.27, -0.76, 0.29, -0.04, 0.12, 0.33, 0.32, 0.37, 0.31, 0.24, 0.34, 0.35, 0.48, 0.35, 0.34, 0.22, 0.33, -0.73, -0.29, -0.67, -0.56, -0.30, -0.86, -0.09, -0.37, -0.29, 0.28, 0.24, 0.31, 0.46, 0.36, 0.32, 0.31, 0.24, 0.35, 0.39, 0.18, 0.23, 0.26, -0.05, 0.24],
  "e_above_lowest_kcal_mol": 6.09,
  "total_charge": -1,
  "homo_lumo_gap_ev": 6.85,
  "spin_multiplicity": 1,
  "energy_ev": -48671.7066,
  "molar_mass_g_mol": 435.0
}

2.
{
  "formula": "C18H45N3O10SSn",
  "method": "wB97M-V/def2-TZVPD",
  "species": ["Sn", "S", "O", "O", "O", "O", "C", "O", "C", "C", "N", "C", "C", "O", "C", "H", "H", "H", "H", "H", "H", "H", "H", "H", "H", "H", "H", "H", "H", "H", "C", "O", "C", "C", "N", "C", "C", "O", "C", "H", "H", "H", "H", "H", "H", "H", "H", "H", "H", "H", "H", "H", "H", "H", "C", "O", "C", "C", "N", "C", "C", "O", "C", "H", "H", "H", "H", "H", "H", "H", "H", "H", "H", "H", "H", "H", "H", "H"],
  "positions_angstrom": [[-28.974, -18.795, -28.947], [-27.240, -22.468, -31.858], [-28.501, -22.940, -32.427], [-27.244, -22.485, -30.385], [-26.076, -23.270, -32.375], [-27.003, -21.098, -32.219], [-31.643, -22.083, -27.383], [-32.325, -21.324, -28.307], [-32.800, -22.199, -29.328], [-33.603, -21.512, -30.402], [-32.639, -20.949, -31.397], [-33.209, -20.460, -32.643], [-34.724, -19.989, -32.580], [-34.846, -18.758, -31.813], [-36.181, -18.310, -31.837], [-32.202, -22.764, -26.741], [-31.240, -21.325, -26.712], [-30.731, -22.555, -27.748], [-33.488, -22.944, -28.927], [-31.949, -22.724, -29.764], [-34.213, -20.754, -29.910], [-34.335, -22.182, -30.855], [-31.967, -21.657, -31.658], [-33.127, -21.299, -33.333], [-32.554, -19.735, -33.126], [-35.394, -20.755, -32.189], [-35.138, -19.901, -33.585], [-36.092, -17.264, -31.543], [-36.859, -18.830, -31.161], [-36.605, -18.288, -32.841], [-32.976, -17.411, -26.684], [-32.604, -16.971, -28.019], [-33.697, -16.452, -28.784], [-33.173, -15.522, -29.905], [-32.413, -16.245, -30.908], [-31.710, -15.342, -31.820], [-32.539, -14.634, -32.909], [-32.939, -15.662, -33.849], [-34.108, -15.388, -34.605], [-33.550, -16.601, -26.234], [-32.038, -17.574, -26.154], [-33.401, -18.414, -26.641], [-34.374, -15.816, -28.214], [-34.406, -17.147, -29.233], [-32.586, -14.734, -29.434], [-33.953, -15.043, -30.497], [-33.168, -16.711, -31.391], [-30.915, -15.817, -32.396], [-31.169, -14.616, -31.212], [-32.019, -13.817, -33.408], [-33.372, -14.089, -32.463], [-33.931, -14.714, -35.443], [-34.985, -15.091, -34.030], [-34.361, -16.373, -34.997], [-27.405, -10.960, -24.438], [-28.126, -12.179, -24.679], [-27.308, -13.180, -25.295], [-28.065, -14.511, -25.460], [-27.293, -15.750, -25.561], [-26.497, -16.148, -24.326], [-25.651, -17.322, -24.584], [-26.473, -18.488, -24.973], [-25.708, -19.657, -24.883], [-26.797, -10.754, -25.319], [-26.760, -11.148, -23.580], [-28.025, -10.102, -24.177], [-26.354, -13.296, -24.780], [-27.025, -12.805, -26.279], [-28.644, -14.381, -26.375], [-28.681, -14.706, -24.582], [-26.686, -15.695, -26.366], [-27.116, -16.314, -23.444], [-25.815, -15.340, -24.059], [-25.166, -17.571, -23.640], [-24.856, -17.112, -25.300], [-26.292, -20.454, -25.343], [-25.570, -19.908, -23.831], [-24.782, -19.578, -25.454]],
  "mulliken_charge": [0.85, 1.30, -0.58, -0.53, -0.55, -0.51, -0.85, -0.17, -0.74, -0.44, -0.20, -0.90, -0.66, -0.04, -0.92, 0.32, 0.23, 0.36, 0.33, 0.37, 0.22, 0.37, 0.22, 0.39, 0.41, 0.38, 0.49, 0.23, 0.27, 0.39, -0.74, -0.21, -0.58, -0.75, -0.11, -0.88, -0.52, -0.29, -0.77, 0.32, 0.25, 0.25, 0.40, 0.23, 0.47, 0.37, 0.11, 0.32, 0.48, 0.45, 0.32, 0.31, 0.32, 0.24, -0.69, -0.35, -0.39, -0.66, -0.24, -0.56, -0.68, -0.27, -0.78, 0.30, 0.27, 0.25, 0.35, 0.31, 0.30, 0.34, 0.25, 0.34, 0.30, 0.39, 0.38, 0.25, 0.29, 0.32],
  "e_above_lowest_kcal_mol": 0.00,
  "total_charge": 0,
  "homo_lumo_gap_ev": 2.94,
  "spin_multiplicity": 1,
  "energy_ev": -60993.7210,
  "molar_mass_g_mol": 614.3
}

3.
{
  "formula": "C18H46BF4N2O11",
  "method": "wB97M-V/def2-TZVPD",
  "species": ["N", "H", "H", "H", "H", "N", "H", "H", "H", "H", "C", "C", "C", "O", "H", "H", "H", "H", "H", "H", "H", "C", "C", "C", "O", "H", "H", "H", "H", "H", "H", "H", "B", "F", "F", "F", "F", "C", "C", "O", "C", "O", "O", "C", "H", "H", "H", "H", "H", "H", "H", "H", "C", "C", "O", "C", "O", "O", "C", "H", "H", "H", "H", "H", "H", "H", "H", "C", "C", "O", "C", "O", "O", "C", "H", "H", "H", "H", "H", "H", "H", "H"],
  "positions_angstrom": [[-13.827, -1.212, -9.232], [-14.794, -0.980, -9.053], [-13.482, -0.537, -9.899], [-13.774, -2.177, -9.527], [-13.450, -1.146, -8.297], [-12.742, 1.515, -5.880], [-12.639, 0.526, -6.055], [-13.330, 1.450, -5.061], [-13.346, 1.940, -6.569], [-11.930, 2.094, -5.718], [-13.792, 4.799, -8.487], [-13.956, 3.276, -8.670], [-12.575, 2.684, -8.807], [-14.709, 2.636, -7.654], [-13.344, 5.062, -9.445], [-13.016, 5.098, -7.783], [-14.717, 5.335, -8.272], [-14.515, 3.062, -9.581], [-12.192, 2.911, -9.802], [-12.481, 1.613, -8.627], [-11.810, 3.096, -8.149], [-10.237, -0.722, -6.188], [-11.493, -1.555, -6.071], [-11.854, -1.734, -4.580], [-12.558, -1.101, -6.789], [-9.502, -1.244, -5.576], [-10.342, 0.320, -5.883], [-9.844, -0.743, -7.204], [-11.196, -2.496, -6.534], [-10.993, -2.078, -4.008], [-12.651, -2.463, -4.430], [-12.273, -0.859, -4.084], [-9.490, 3.239, -4.391], [-10.285, 4.010, -5.131], [-10.237, 2.415, -3.516], [-8.534, 2.586, -5.180], [-8.568, 4.039, -3.741], [-18.832, 2.932, -2.357], [-18.058, 2.689, -3.683], [-17.556, 1.312, -3.714], [-16.978, 0.809, -4.799], [-16.800, 1.348, -5.895], [-16.525, -0.405, -4.424], [-15.761, -1.242, -5.292], [-19.265, 3.932, -2.367], [-18.243, 2.804, -1.448], [-19.633, 2.195, -2.292], [-17.217, 3.376, -3.777], [-18.741, 2.792, -4.527], [-16.158, -1.533, -6.265], [-15.504, -2.125, -4.706], [-14.889, -0.639, -5.543], [-13.524, 1.281, -0.911], [-14.864, 1.964, -1.263], [-14.669, 3.207, -1.935], [-14.527, 3.219, -3.264], [-14.462, 2.298, -4.100], [-14.564, 4.505, -3.534], [-14.564, 5.053, -4.895], [-13.763, 0.535, -0.153], [-12.825, 1.946, -0.405], [-13.045, 0.829, -1.780], [-15.325, 2.189, -0.301], [-15.510, 1.221, -1.730], [-14.735, 6.123, -5.011], [-15.357, 4.604, -5.494], [-13.656, 4.696, -5.382], [-6.634, 5.765, -10.312], [-7.925, 6.143, -9.517], [-8.693, 4.920, -9.602], [-8.581, 3.974, -8.589], [-7.862, 4.108, -7.560], [-9.331, 2.893, -8.945], [-9.299, 1.715, -8.133], [-6.096, 4.863, -10.021], [-5.990, 6.644, -10.316], [-6.988, 5.636, -11.335], [-8.403, 6.973, -10.036], [-7.640, 6.576, -8.558], [-9.932, 0.913, -8.511], [-9.598, 1.921, -7.105], [-8.313, 1.253, -8.171]],
  "mulliken_charge": [-0.23, 0.44, 0.38, 0.41, 0.04, 2.04, -0.53, 0.30, -0.27, 0.06, -1.54, 0.60, -1.12, -0.83, 0.54, 0.22, 0.27, 0.19, 0.60, -0.13, 0.17, -0.85, 0.16, -1.11, -1.00, 0.46, -0.11, 0.22, 0.43, 0.47, 0.31, -0.02, 0.40, -0.25, -0.38, -0.40, -0.39, -1.34, 0.19, -0.32, 0.77, -0.55, -0.35, -0.20, 0.38, 0.27, 0.35, -0.07, 0.44, 0.26, 0.23, -0.06, -1.09, -0.08, -0.41, 0.44, -0.56, -0.44, -0.48, 0.43, 0.31, 0.09, 0.41, 0.17, 0.37, 0.28, 0.06, -1.04, -0.29, -0.31, 0.68, -0.55, -0.32, -0.59, 0.29, 0.36, 0.28, 0.31, 0.33, 0.22, 0.12, 0.46],
  "e_above_lowest_kcal_mol": 54.85,
  "total_charge": -1,
  "homo_lumo_gap_ev": 5.41,
  "spin_multiplicity": 1,
  "energy_ev": -56465.1033,
  "molar_mass_g_mol": 553.4
}